A molecular structure, C30H35O7Tc. Source: OMol25; level of theory: the ωB97M-V functional and the def2-TZVPD basis.

The expectation value of S² is 3.774. Its charge is -1. The highest occupied orbital energy (alpha / beta) is -1.65 / -3.20 eV. Its gap between HOMO and LUMO (alpha / beta) is 3.903 / 5.454 eV. As for the multiplicity: 4.

Last column: Löwdin spin population.
Element x y z (Å)
C: 0.00088 -0.46773 -4.56596  0.000
C: -0.60811 -1.50504 -3.57723  0.000
C: -0.25418 0.95472 -3.97607  0.000
C: -1.42143 0.80854 -2.99098  0.000
H: -0.40259 1.66759 -4.79154  0.000
H: 0.64702 1.25518 -3.42910  0.000
C: -1.27464 -0.65883 -2.49142  0.000
H: 0.21978 -2.11220 -3.17935  0.000
H: -1.35261 -2.13845 -4.07875  0.000
C: -0.29010 -0.50499 -1.33692  0.002
H: -2.19646 -1.08465 -2.07729  0.000
H: -2.37791 1.02843 -3.49310  0.000
C: -1.15510 1.63656 -1.68823  0.000
C: 1.47164 -0.66772 -4.85673  0.000
C: -0.47626 -0.56294 -6.02013  0.000
O: -0.90695 0.41679 -6.59649  0.000
O: 2.23048 -1.43653 -4.29032  0.001
O: 1.83471 0.10457 -5.89578  0.000
O: -0.34018 -1.72637 -6.70218  0.000
C: 0.19201 -2.98618 -6.20749  0.000
H: -0.10680 -3.24712 -5.18085  0.000
H: 1.28448 -2.99425 -6.31266  0.000
H: -0.23490 -3.70750 -6.90694  0.000
C: 3.19570 -0.06569 -6.27628  0.000
H: 3.86482 0.19786 -5.45110  0.000
H: 3.31941 0.61564 -7.11180  0.000
H: 3.40287 -1.09765 -6.58695  0.000
O: -0.14326 0.89625 -1.05032  0.001
H: 0.71568 -0.88838 -1.57634  0.001
H: -0.62741 -1.02181 -0.42433  0.001
C: -2.39472 1.81316 -0.78698  0.000
C: -0.50698 3.00934 -1.92867  0.000
H: -0.96530 3.51897 -2.78143  0.000
H: 0.56934 2.86969 -2.07757  0.000
H: -0.64277 3.62571 -1.03039  0.000
H: -2.12116 2.20495 0.20877  0.000
H: -2.95612 0.87601 -0.67552  0.000
H: -3.03990 2.55889 -1.28198  0.000
Tc: 0.62449 -0.67680 3.21321  1.966
C: -1.58923 -1.70433 3.80716  0.104
C: -2.04842 -1.55064 2.46475  0.121
C: -1.13220 -2.19148 1.59761  0.186
H: -3.00268 -1.11784 2.15869  0.007
C: -0.00909 -2.63255 2.37798  0.022
C: -0.33671 -2.44921 3.77699  0.005
H: 0.11434 -2.99300 4.59354  0.003
H: -2.14487 -1.46729 4.71317  0.006
H: -1.30446 -2.48506 0.55925  0.013
H: 0.77961 -3.27232 1.99382  0.001
C: 2.39735 0.70527 3.06204  0.046
C: 2.73365 -0.42066 3.88117  0.087
C: 2.50596 -1.61028 3.11216  0.054
H: 3.10973 -0.37976 4.89664  0.013
C: 2.09254 -1.20360 1.78716  0.051
C: 1.98117 0.22756 1.76480  0.054
H: 1.61127 0.81185 0.92174  0.005
H: 2.46978 1.75126 3.35190  0.006
H: 2.66742 -2.62709 3.44993  0.005
H: 1.87261 -1.83854 0.93777  0.008
O: -1.54211 2.92253 2.90226  0.014
C: -0.95782 1.98254 3.42160  0.009
O: -0.48734 0.94264 2.74397  0.057
C: -0.75116 1.93197 4.91331  0.004
C: -0.18476 0.81260 5.52480  0.092
C: -0.07900 0.69788 6.90266  0.008
C: -0.49786 1.76008 7.71347  0.004
C: -1.04460 2.91253 7.12491  -0.003
C: -1.17941 2.99562 5.73677  0.003
H: 0.20691 -0.07800 4.95285  0.040
H: 0.33832 -0.22525 7.31491  0.001
H: -0.38389 1.67484 8.79294  0.001
H: -1.36705 3.74285 7.75555  0.000
H: -1.61547 3.86692 5.25490  0.001

---

A molecular structure, C14H13F3IrN5S3. Source: OMol25; level of theory: the ωB97M-V functional and the def2-TZVPD basis.

The calculation puts the relative energy (zero: lowest compared OMol25 entry of this formula, charge and spin) at 0.00 kJ/mol. The expectation value of S² is 0.754. Its charge is +1. The highest occupied orbital energy (alpha / beta) is -10.45 / -10.41 eV. Its gap between HOMO and LUMO (alpha / beta) is 6.278 / 6.119 eV. As for the multiplicity: 2.

Last column: Löwdin spin population.
Element x y z (Å)
Ir: 0.16063 0.99890 -1.08604  0.739
C: -2.95449 1.16961 1.94383  0.002
C: -2.02346 0.84999 0.81643  0.019
N: -1.16847 1.70005 0.32877  0.011
N: -1.14971 2.95107 0.92896  -0.001
C: -0.91013 4.11709 0.30303  0.004
N: -1.38650 5.21126 0.89170  0.001
S: -0.12589 4.33937 -1.20569  0.020
C: -2.03218 -0.45876 0.15057  0.004
C: -2.94804 -1.45972 0.44540  0.004
C: -2.89929 -2.65332 -0.25417  -0.001
C: -1.93056 -2.81607 -1.22949  0.004
C: -1.04981 -1.77955 -1.48362  0.003
N: -1.09746 -0.62451 -0.81395  0.014
H: -2.43641 1.58589 2.81082  0.001
H: -3.45444 0.27945 2.30630  0.000
H: -3.71849 1.88115 1.62039  0.001
H: -1.52686 3.00141 1.86455  0.000
H: -2.09237 5.18330 1.61115  0.000
H: -1.03570 6.11062 0.60226  0.000
H: -3.70097 -1.31618 1.20452  0.000
H: -3.60854 -3.44036 -0.03929  0.000
H: -1.85190 -3.73012 -1.80015  0.000
H: -0.27641 -1.85094 -2.23720  0.000
F: 4.41861 -1.57100 -3.01525  0.000
C: 3.88824 -2.44267 -2.14902  0.001
F: 2.93659 -3.13578 -2.80542  0.000
F: 4.84963 -3.31444 -1.80924  0.000
C: 3.31381 -1.75896 -0.93688  0.002
C: 3.72309 -2.11286 0.33319  -0.003
C: 3.15129 -1.50235 1.44449  0.004
C: 2.16724 -0.56065 1.23250  0.010
N: 1.77020 -0.21253 0.00939  0.104
C: 2.32630 -0.77405 -1.08102  0.005
S: 1.66257 -0.12939 -2.54892  0.021
H: 4.48853 -2.86678 0.45458  0.000
H: 3.46408 -1.75501 2.44647  0.001
H: 1.68015 -0.05613 2.05835  0.001
S: 1.37713 2.94297 -1.31229  0.028

---

A single C4H8O2 molecule. Source: OMol25; level of theory: the ωB97M-V functional and the def2-TZVPD basis.

The calculation puts the relative energy (zero: lowest compared OMol25 entry of this formula, charge and spin) at 456.01 kJ/mol. Its charge is 0. The highest occupied orbital energy is -8.31 eV. Its gap between HOMO and LUMO is 9.087 eV. As for the multiplicity: 1.

Last column: Löwdin charge in e.
Element x y z (Å)
C: 0.50185 -2.30575 0.73738  -0.121
O: 1.01353 -1.00247 0.62722  -0.201
C: -0.02185 -0.05853 0.53200  -0.289
C: 0.64059 1.29657 0.79449  0.015
C: -0.43482 2.05970 -1.26068  -0.052
O: 0.31290 2.24830 -0.03103  -0.134
H: 0.01297 -2.45743 1.71024  0.091
H: -0.22760 -2.51987 -0.05926  0.087
H: 1.35290 -2.97936 0.63974  0.089
H: -0.72053 -0.14051 1.38878  0.130
H: -0.62266 -0.25058 -0.37923  0.106
H: 0.15404 1.43826 -1.93153  0.097
H: -1.41628 1.61298 -1.08652  0.089
H: -0.54503 3.05870 -1.68159  0.092

---

A molecular structure, C5H8O2. Source: OMol25; level of theory: the ωB97M-V functional and the def2-TZVPD basis.

The calculation puts the relative energy (zero: lowest compared OMol25 entry of this formula, charge and spin) at 668.23 kJ/mol. Its charge is 0. The highest occupied orbital energy is -9.90 eV. Its gap between HOMO and LUMO is 9.856 eV. As for the multiplicity: 1.

Last column: Löwdin charge in e.
Element x y z (Å)
C: 1.53923 1.26752 -0.48858  -0.339
C: 0.89357 0.20821 -1.16239  -0.184
C: -0.51138 0.01842 -0.44146  -0.272
C: -0.37237 -0.43399 1.01094  -0.142
C: -1.82667 -0.85231 1.57149  -0.161
H: 1.79984 0.87048 0.27043  0.012
H: 1.56773 -1.07602 -1.33702  0.228
H: 0.64087 0.32289 -2.41172  0.170
H: -1.00488 -0.69958 -1.09634  0.103
H: -1.05853 0.84456 -0.73413  0.089
H: 0.32194 0.39989 1.45000  0.125
H: 0.43703 -1.51157 0.89805  0.184
H: -1.93263 -1.77758 1.63829  0.035
O: 1.98608 2.27625 -1.01029  0.091
O: -2.47981 0.14284 1.84273  0.061

---

2 unconnected molecules or ions with the total composition H8OSi3. Source: OMol25; level of theory: the ωB97M-V functional and the def2-TZVPD basis.

The calculation puts the relative energy (zero: lowest compared OMol25 entry of this formula, charge and spin) at 214.15 kJ/mol. Its charge is 0. The highest occupied orbital energy is -8.87 eV. Its gap between HOMO and LUMO is 8.359 eV. As for the multiplicity: 1.

Last column: Löwdin charge in e.
Element x y z (Å)
O: 2.18499 -0.47843 0.42391  -0.720
Si: 2.36213 1.07947 0.17847  0.409
Si: -2.39243 -0.86350 0.31486  0.556
Si: 1.23693 -1.80013 0.04722  0.680
H: 2.77870 1.56544 -1.11952  -0.083
H: 3.51153 1.54936 1.08794  -0.066
H: 1.20964 1.88473 0.80328  -0.056
H: -2.26777 0.28311 1.19494  -0.123
H: -3.72382 -1.02129 -0.33900  -0.108
H: -1.90306 -1.93232 1.09635  -0.159
H: 1.92666 -1.71184 -1.33394  -0.136
H: -1.38321 -0.71367 -0.62448  -0.194

---

A molecular structure, C4H3EuO6. Source: OMol25; level of theory: the ωB97M-V functional and the def2-TZVPD basis.

The calculation puts the relative energy (zero: lowest compared OMol25 entry of this formula, charge and spin) at 0.00 kJ/mol. The expectation value of S² is 15.760. Its charge is +1. The highest occupied orbital energy (alpha / beta) is -11.59 / -11.59 eV. Its gap between HOMO and LUMO (alpha / beta) is 5.943 / 6.109 eV. As for the multiplicity: 8.

Last column: Löwdin spin population.
Element x y z (Å)
O: -0.28515 -1.60234 0.51154  0.000
C: -0.48137 -0.36029 0.16058  0.000
O: 0.32177 1.22424 -1.47115  -0.001
C: 0.96314 2.08739 -0.71580  -0.002
C: 0.33317 -0.13952 -1.06576  0.000
O: 1.62532 1.72370 0.30181  -0.011
O: 0.91769 3.31108 -1.03289  -0.018
H: 1.36545 -0.50355 -0.94516  0.000
H: -0.12900 -0.70604 -1.88973  0.000
Eu: 2.36974 4.25014 0.67774  7.032
O: -1.93442 -2.97472 0.88893  0.000
C: -1.14091 -2.14165 1.50937  0.000
O: -1.25178 -1.66133 2.59530  0.000
H: -2.67365 -2.50712 0.47522  0.000

---

A single C2H3N2OP molecule. Source: OMol25; level of theory: the ωB97M-V functional and the def2-TZVPD basis.

The calculation puts the relative energy (zero: lowest compared OMol25 entry of this formula, charge and spin) at 267.70 kJ/mol. Its charge is 0. The highest occupied orbital energy is -9.53 eV. Its structure (SMILES) is O=C/N=N\C#[PH2]. Its gap between HOMO and LUMO is 9.925 eV. As for the multiplicity: 1.

Last column: Löwdin charge in e.
Element x y z (Å)
C: -0.61200 1.72580 0.04611  -0.343
C: -0.00348 -0.52045 -0.28280  -0.440
N: -1.61846 0.88637 0.20826  0.015
N: -1.11602 -0.36017 0.11817  -0.007
O: 0.55096 1.32842 -0.23207  -0.012
P: 1.17687 -1.80465 -0.61477  0.863
H: -0.74323 2.75888 0.15681  0.113
H: 0.29689 -2.50401 0.18596  -0.089
H: 2.06846 -1.51021 0.41434  -0.098

---

10 unconnected molecules or ions with the total composition H19O13S. Source: OMol25; level of theory: the ωB97M-V functional and the def2-TZVPD basis.

The calculation puts the relative energy (zero: lowest compared OMol25 entry of this formula, charge and spin) at 59.32 kJ/mol. Its charge is -1. The highest occupied orbital energy is -3.57 eV. Its gap between HOMO and LUMO is 4.806 eV. As for the multiplicity: 1.

Last column: Löwdin charge in e.
Element x y z (Å)
O: -0.11265 0.67272 -0.24654  0.020
H: 0.85925 0.57354 0.13824  0.103
H: -0.84897 0.05683 0.30291  0.159
H: -0.18969 0.58010 -1.37027  0.066
S: -1.17981 -0.00078 -3.78449  0.250
O: -0.72013 0.76225 -4.92336  -0.369
O: -1.07645 -1.45253 -4.03903  -0.401
O: -0.27241 0.23431 -2.66351  -0.427
O: -2.60331 0.31955 -3.40683  -0.438
O: 1.14792 -1.77970 -1.66996  -0.074
H: 0.52598 -1.17287 -2.20989  0.035
H: 2.04024 -1.61944 -1.57619  -0.044
O: 1.24576 1.95582 2.70461  -0.033
H: 0.61795 2.35966 3.35878  0.084
H: 1.12914 2.72246 2.20148  0.030
O: 2.64127 0.55880 0.26119  -0.053
H: 3.25105 0.42685 -0.45868  0.051
H: 3.36789 0.66168 0.94770  0.095
O: 0.30269 -0.61166 2.54761  -0.047
H: 0.22357 -1.09970 3.34328  0.037
H: 0.80690 0.16369 2.88121  0.023
O: 1.42187 2.17017 -2.63696  -0.102
H: 0.79374 1.41272 -2.41837  -0.014
H: 1.01304 2.96243 -2.26179  0.023
O: -0.70136 -3.61435 1.33993  0.041
H: -0.52785 -2.70565 1.34053  -0.017
H: 0.11820 -3.88332 1.28955  -0.054
O: -2.06350 0.64548 3.45843  -0.060
H: -1.52019 0.08461 2.92308  -0.030
H: -1.50198 1.26630 3.96587  0.033
O: -2.32657 -0.92684 0.19618  0.000
H: -3.03757 -1.30859 0.80579  0.120
H: -2.82403 -0.41457 -0.34049  -0.004

---

M readings, ordered: 605.60, 596.71, 88.11, 100.12, 108.32, 299.03, 102.03, 259.21 u